1.
C4H14NO2 | ωB97M-V/def2-TZVPD

Geometry as XYZ:
```
21
Properties=species:S:1:pos:R:3:forces:R:3
C -1.60069 0.24397 1.03808 0.00 3.60 -1.09
C -0.71996 1.48494 0.71065 2.15 0.89 0.35
C 0.59852 1.09200 -0.02386 -0.51 0.39 0.27
C 1.43036 2.01518 -0.68420 -0.96 -0.01 1.07
N 0.78867 -0.35188 -0.42754 0.75 1.81 0.08
H -2.46304 0.69412 1.46452 -1.06 -0.12 0.75
H -1.93839 -0.27473 0.16472 0.16 -0.66 -0.47
H -1.05607 -0.26506 1.75137 0.66 -1.72 1.24
H -1.17787 2.35848 0.18989 -0.37 -1.01 -0.39
H -0.44341 2.09608 1.68991 -0.40 -1.65 -1.24
H 1.42801 3.03375 -0.41254 -0.59 1.08 0.89
H 2.09896 1.99158 -1.47302 1.20 -1.39 -1.69
H 1.81259 -0.52521 -0.44205 -0.61 0.10 -0.22
H 0.37328 -0.62042 -1.31513 0.33 0.09 -0.62
H 0.39849 -0.93370 0.25702 -0.68 -1.12 1.48
H -1.16425 -2.38338 3.29932 -1.48 0.61 1.41
H -0.15947 -3.16872 2.69698 1.15 -1.30 -0.27
O -0.61747 -2.36520 2.54586 0.44 0.53 -1.15
H -0.47303 -1.23679 -3.31999 -1.17 -0.16 -0.86
H 0.81324 -0.50553 -3.67922 1.88 2.63 -3.45
O 0.39009 -0.98654 -3.06124 -0.89 -2.58 3.90
```
Forces are in eV/Å.

As for the net charge: 0. Its HOMO energy (spin up / spin down) is -3.20 / -6.86 eV. The spin multiplicity is 2. For the orbital gap (spin up / spin down), the calculation gives 3.6 / 7.2 eV.

2.
C4H9NO2 | ωB97M-V/def2-TZVPD

Geometry as XYZ:
```
16
Properties=species:S:1:pos:R:3:forces:R:3
O 2.34690 -0.78732 0.24593 -3.61 -1.54 2.18
C 1.31339 -0.91885 0.97908 5.12 5.74 3.22
C 0.15154 0.27620 0.91236 3.53 -2.60 -3.37
C -0.17438 -0.75416 -0.37784 -5.83 3.55 -0.36
C -1.32087 0.11525 -1.32387 5.41 0.44 -0.88
O -2.50194 0.16779 -0.71674 -2.40 -1.00 1.89
N 0.84284 1.56949 0.47631 0.10 -1.61 0.89
H 1.54640 -1.13812 2.09714 -0.72 -1.63 -1.58
H -0.55055 0.44834 1.77079 0.67 -0.82 -1.06
H -0.69281 -1.65569 -0.00369 0.02 0.26 -0.15
H 0.66043 -1.06238 -0.94020 0.72 0.30 -0.74
H -1.28338 -0.31073 -2.37136 -0.57 0.35 1.08
H -0.91336 1.20943 -1.34724 -0.21 -1.86 -0.40
H -2.35359 -0.20749 0.17413 -0.62 0.42 -0.55
H 1.78995 1.55978 0.91627 -1.08 0.14 0.05
H 1.13943 1.48846 -0.49108 -0.52 -0.13 -0.23
```
Forces are in eV/Å.

As for the net charge: 0. Its HOMO energy is -9.12 eV. The spin multiplicity is 1. For the orbital gap, the calculation gives 8.8 eV.